(A)
Molecular formula: CH3ClO3S
Method: DFT, ωB97M-V/def2-TZVPD

Summary:
HOMO-LUMO gap (hartree): 0.3815
Spin multiplicity: 1

Last column: Löwdin charge in e.
Element x y z (Å)
C: -1.0545 -0.0530 -0.0922  -0.31
O: 2.1666 -0.1707 0.8066  -0.46
O: -0.4088 -1.3278 -0.0329  -0.10
O: -0.0936 0.9938 0.1289  -0.37
S: 1.4413 0.3721 -0.3062  0.69
Cl: 2.4056 2.2763 -0.5502  0.19
H: -0.8507 -1.9571 0.4864  0.07
H: -1.6871 -0.0208 -1.0697  0.15
H: -1.9187 -0.1130 0.6293  0.14

---

(B)
Molecular formula: CH3ClO3S
Method: DFT, ωB97M-V/def2-TZVPD

Summary:
HOMO-LUMO gap (hartree): 0.3725
Spin multiplicity: 1

Last column: Löwdin charge in e.
Element x y z (Å)
C: 1.0754 -0.5125 -0.5461  -0.15
O: -2.9736 1.5757 -0.2179  -0.34
O: -2.4681 -0.9225 0.4129  -0.49
O: 0.0729 -0.3015 -1.1412  -0.02
S: -3.2340 -0.0414 -0.4617  0.62
Cl: -5.2731 -0.2972 0.1589  0.15
H: 1.5921 -1.5936 -0.4585  0.12
H: 1.5324 0.2554 0.0085  0.05
H: -2.0864 1.8882 -0.0622  0.06

---

Most stable pick: (A). Distance to second place: 0.207 eV.

---

(A)
Molecular formula: C35H58CoOP2
Method: DFT, ωB97M-V/def2-TZVPD

Summary:
HOMO-LUMO gap (alpha / beta) (hartree): 0.2853 / 0.2408
Spin multiplicity: 5
Expectation value of S²: 6.06
Net charge: +1

Last column: Löwdin charge in e.
Element x y z (Å)
Co: -0.0078 -1.0967 1.7963  0.60
C: -0.8871 -2.7205 2.5818  -0.27
C: -0.2910 -1.8671 3.5729  -0.27
C: -1.8375 -0.6116 2.3679  -0.26
C: -1.8380 -1.9485 1.8379  -0.25
C: -0.8969 -0.5648 3.4542  -0.29
C: -0.7424 -4.2030 2.5118  -0.02
H: 0.2744 -4.5106 2.7846  0.08
H: -0.9619 -4.5689 1.5011  0.08
H: -1.4446 -4.6913 3.2057  0.11
C: -2.8416 -2.4878 0.8835  -0.01
H: -2.5053 -3.4364 0.4496  0.08
H: -3.0026 -1.7702 0.0640  0.06
H: -3.8076 -2.6604 1.3855  0.11
C: -2.8128 0.4510 2.0079  0.00
H: -3.7646 0.3117 2.5427  0.11
H: -3.0116 0.4222 0.9268  0.06
H: -2.4215 1.4450 2.2534  0.08
C: -0.7596 0.5616 4.4181  -0.01
H: -1.5678 0.5302 5.1640  0.11
H: -0.8205 1.5260 3.8980  0.08
H: 0.1996 0.5065 4.9447  0.08
C: 0.6024 -2.3207 4.6749  -0.01
H: 0.0137 -2.6647 5.5388  0.11
H: 1.2543 -1.5027 5.0050  0.08
H: 1.2339 -3.1520 4.3386  0.08
C: 0.5501 -1.5865 -0.3519  -0.09
C: 1.2492 -2.3992 0.5386  -0.13
C: 2.6108 -2.0983 1.0890  -0.15
C: 2.8495 -0.6155 1.4913  -0.23
C: 1.6766 0.1592 2.0193  -0.13
C: 0.7369 0.8745 1.2512  -0.11
C: 0.6648 0.9503 -0.2437  -0.14
C: 1.0937 -0.3370 -0.9748  -0.16
H: 3.3805 -2.4066 0.3605  0.13
H: 3.2539 -0.0666 0.6120  -0.04
H: 2.7828 -2.7222 1.9813  0.12
H: 2.1906 -0.3930 -1.0344  0.09
H: -0.3719 -1.9738 -0.8097  0.13
H: 0.9290 -3.4425 0.6253  0.12
H: 0.7340 -0.2837 -2.0147  0.11
H: -0.3833 1.1522 -0.5237  0.11
H: 0.1525 1.6420 1.7718  0.12
H: 1.2485 1.8126 -0.6074  0.13
H: 3.6472 -0.5980 2.2520  0.12
H: 1.7568 0.4388 3.0751  0.12
P: 5.0539 0.3954 -0.4901  0.82
C: 5.3906 -0.0269 -2.2402  -0.30
C: 6.6279 -0.1353 0.2944  -0.28
P: 4.7826 3.0932 0.9368  0.80
C: 5.3034 2.2134 -0.6240  -0.60
C: 6.4284 3.1450 1.7941  -0.32
C: 4.9747 4.7740 0.1785  -0.33
H: 4.7137 0.5472 -2.8851  0.04
H: 5.1947 -1.0964 -2.3824  0.03
H: 6.4317 0.1947 -2.5109  0.04
H: 7.4976 0.1561 -0.3097  0.05
H: 6.6005 -1.2304 0.3650  0.04
H: 6.7335 0.2633 1.3094  0.02
H: 6.0133 4.9755 -0.1157  0.04
H: 4.6535 5.5345 0.8978  0.03
H: 4.3364 4.8428 -0.7087  0.03
H: 4.6408 2.5801 -1.4299  0.04
H: 6.3506 2.4518 -0.8919  0.06
H: 6.3324 3.8260 2.6489  0.04
H: 7.2224 3.5229 1.1368  0.04
H: 6.7102 2.1619 2.1817  0.01
C: -1.4708 -1.0467 -4.5534  -0.05
C: -1.5599 0.2484 -3.7411  -0.39
C: -0.7512 1.3590 -4.4033  -0.07
C: -3.0138 0.6397 -3.4828  -0.09
C: -3.7844 1.2852 -4.4267  -0.02
C: -5.1410 1.5408 -4.1948  -0.02
C: -5.7437 1.1172 -3.0082  -0.02
C: -5.0197 0.4918 -2.0164  -0.09
C: -5.6943 -0.0103 -0.7365  -0.38
C: -6.4826 1.0846 -0.0210  -0.06
C: -6.6088 -1.2091 -1.0188  -0.05
C: -3.5857 0.3195 -2.1858  -0.26
O: -2.8318 -0.0513 -1.2319  0.00
H: -1.8724 -0.8943 -5.5655  0.09
H: -2.0501 -1.8410 -4.0652  0.09
H: -0.4286 -1.3795 -4.6382  0.08
H: -1.1304 0.0470 -2.7501  0.09
H: -1.0742 1.5147 -5.4402  0.08
H: -0.8710 2.2972 -3.8495  0.09
H: 0.3145 1.1003 -4.4064  0.08
H: -3.3251 1.5843 -5.3719  0.12
H: -5.7318 2.0581 -4.9486  0.12
H: -6.8159 1.2737 -2.8575  0.12
H: -4.8849 -0.3467 -0.0777  0.10
H: -7.3178 1.4330 -0.6399  0.08
H: -6.8851 0.7020 0.9236  0.08
H: -5.8329 1.9393 0.2044  0.09
H: -6.0407 -2.0217 -1.4922  0.09
H: -7.0403 -1.5880 -0.0852  0.08
H: -7.4262 -0.9188 -1.6911  0.08

---

(B)
Molecular formula: C35H58CoOP2
Method: DFT, ωB97M-V/def2-TZVPD

Summary:
HOMO-LUMO gap (alpha / beta) (hartree): 0.2845 / 0.2437
Spin multiplicity: 5
Expectation value of S²: 6.07
Net charge: +1

Last column: Löwdin charge in e.
Element x y z (Å)
Co: 0.4447 0.6842 -0.6365  0.61
C: 2.2873 0.5799 0.1523  -0.26
C: 1.9292 1.9018 -0.2799  -0.27
C: 0.3446 1.1953 1.2810  -0.25
C: 1.3060 0.1375 1.1049  -0.24
C: 0.7473 2.3012 0.4533  -0.28
C: 3.5111 -0.1693 -0.2494  -0.02
H: 3.7897 0.0778 -1.2794  0.08
H: 3.3472 -1.2504 -0.1842  0.07
H: 4.3648 0.0747 0.3964  0.10
C: 1.2787 -1.1833 1.7779  -0.01
H: 1.9649 -1.8778 1.2858  0.08
H: 0.2598 -1.6042 1.7240  0.05
H: 1.5413 -1.1360 2.8451  0.10
C: -0.8673 1.1142 2.1387  -0.01
H: -0.6495 1.1279 3.2172  0.10
H: -1.3902 0.1611 1.9502  0.07
H: -1.5405 1.9491 1.9162  0.08
C: 0.1153 3.6497 0.4147  -0.01
H: 0.4750 4.2842 1.2340  0.10
H: -0.9737 3.5808 0.5051  0.08
H: 0.3591 4.1614 -0.5211  0.08
C: 2.7205 2.7447 -1.2167  -0.01
H: 3.4944 3.3045 -0.6765  0.10
H: 2.0783 3.4628 -1.7363  0.08
H: 3.2192 2.1223 -1.9690  0.08
C: -0.1927 -1.5348 -1.4939  -0.05
C: 0.9313 -0.9317 -2.0501  -0.14
C: 0.9484 -0.0875 -3.2920  -0.15
C: -0.2304 0.9236 -3.3754  -0.23
C: -0.6771 1.5907 -2.1032  -0.17
C: -1.6591 1.0745 -1.2292  -0.11
C: -2.3751 -0.2346 -1.3215  -0.15
C: -1.6119 -1.4171 -1.9591  -0.17
H: 0.9043 -0.7284 -4.1851  0.12
H: -1.0950 0.3698 -3.8006  -0.04
H: 1.9079 0.4531 -3.3539  0.11
H: -1.7242 -1.4121 -3.0620  0.07
H: -0.0402 -2.2920 -0.7089  0.12
H: 1.8976 -1.3737 -1.7909  0.11
H: -2.1308 -2.3305 -1.6294  0.10
H: -2.6197 -0.5375 -0.2883  0.11
H: -2.1776 1.7955 -0.5813  0.12
H: -3.3416 -0.0971 -1.8354  0.12
H: 0.0346 1.6985 -4.1113  0.12
H: -0.5004 2.6739 -2.0591  0.12
P: -2.0062 -0.5673 -5.5401  0.81
C: -2.4421 -2.2333 -6.1730  -0.29
C: -1.2372 0.1695 -7.0400  -0.28
P: -3.5034 1.9010 -4.6106  0.83
C: -3.6403 0.2958 -5.5921  -0.56
C: -3.2526 3.0279 -6.0638  -0.32
C: -5.3188 2.2533 -4.5572  -0.33
H: -3.2227 -2.6731 -5.5419  0.04
H: -1.5488 -2.8660 -6.0970  0.04
H: -2.7821 -2.2110 -7.2166  0.04
H: -1.8559 -0.0057 -7.9311  0.05
H: -0.2591 -0.3078 -7.1769  0.04
H: -1.0626 1.2450 -6.9206  0.02
H: -5.7592 2.2306 -5.5652  0.05
H: -5.4659 3.2482 -4.1154  0.04
H: -5.8221 1.5166 -3.9224  0.03
H: -4.4020 -0.3486 -5.1156  0.05
H: -3.9210 0.4975 -6.6482  0.05
H: -3.5741 4.0344 -5.7617  0.04
H: -3.8674 2.6905 -6.9112  0.04
H: -2.2002 3.0876 -6.3608  0.02
C: -2.3933 -5.2062 0.3322  -0.05
C: -3.2659 -3.9779 0.5771  -0.39
C: -4.6059 -4.0616 -0.1529  -0.07
C: -3.4170 -3.7386 2.0743  -0.10
C: -4.3659 -4.3803 2.8439  -0.02
C: -4.4041 -4.1985 4.2293  -0.02
C: -3.4833 -3.3586 4.8609  -0.02
C: -2.4946 -2.7045 4.1456  -0.09
C: -1.4429 -1.8523 4.8525  -0.38
C: -2.0877 -0.8321 5.7972  -0.07
C: -0.4516 -2.7349 5.6207  -0.05
C: -2.4606 -2.8375 2.6983  -0.26
O: -1.6702 -2.1623 1.9703  0.00
H: -2.8868 -6.1119 0.7069  0.09
H: -1.4419 -5.0917 0.8622  0.08
H: -2.1822 -5.3334 -0.7337  0.08
H: -2.7292 -3.1027 0.1819  0.09
H: -5.1801 -4.9500 0.1451  0.08
H: -5.2033 -3.1676 0.0689  0.09
H: -4.4462 -4.0982 -1.2381  0.08
H: -5.0782 -5.0412 2.3487  0.12
H: -5.1530 -4.7170 4.8225  0.12
H: -3.5387 -3.2131 5.9461  0.12
H: -0.8972 -1.3079 4.0701  0.10
H: -2.6293 -1.3402 6.6106  0.08
H: -1.3230 -0.1788 6.2434  0.09
H: -2.8029 -0.2043 5.2487  0.09
H: -0.0037 -3.4736 4.9501  0.08
H: 0.3494 -2.1342 6.0631  0.08
H: -0.9695 -3.2722 6.4234  0.08

---

Most stable pick: (B). Distance to second place: 0.176 eV.

---

(A)
Molecular formula: C4H11NO2S
Method: DFT, ωB97M-V/def2-TZVPD

Summary:
HOMO-LUMO gap (hartree): 0.3642
Spin multiplicity: 1

Last column: Löwdin charge in e.
Element x y z (Å)
N: -1.8454 -3.1956 0.0015  0.16
C: -0.5424 -2.8530 -0.1364  -0.54
O: 0.2868 -3.6291 -0.5784  0.05
C: -0.0605 -1.5612 0.5266  -0.11
C: -1.0882 -0.4092 0.4123  -0.28
C: -0.5260 0.9815 0.6869  -0.61
S: 0.1580 1.9389 -0.6548  0.72
H: -2.0963 -4.1199 -0.2826  0.10
H: -2.5762 -2.7407 0.5224  0.10
H: 0.1936 -1.7216 1.5697  0.13
H: 0.8048 -1.2430 -0.0399  0.11
H: -1.5007 -0.3995 -0.6020  0.11
H: -1.9309 -0.6898 1.0254  0.09
H: -1.2674 1.5030 1.3015  0.08
H: 0.2445 0.9021 1.4696  0.07
H: 0.8214 0.9731 -1.2995  -0.14
O: 2.9814 4.9594 0.2031  -0.07
H: 2.1608 4.9093 -0.3032  0.02
H: 2.7239 5.0589 1.1243  0.03

---

(B)
Molecular formula: C4H11NO2S
Method: DFT, ωB97M-V/def2-TZVPD

Summary:
HOMO-LUMO gap (hartree): 0.3623
Spin multiplicity: 1

Last column: Löwdin charge in e.
Element x y z (Å)
C: 3.0909 -1.2662 -1.1236  0.00
C: 1.6765 -1.0505 -0.6956  -0.58
O: 0.9746 -0.1858 -1.2120  0.04
O: 1.2265 -1.8512 0.2816  0.05
H: 3.3623 -0.5465 -1.9058  0.09
H: 3.7481 -1.1468 -0.2728  0.08
H: 3.2061 -2.2995 -1.4945  0.09
H: 0.2079 -1.7253 0.2820  0.07
N: -1.5116 -1.5485 0.3370  0.00
C: -1.7604 -0.0214 0.0286  -0.32
C: -0.9737 0.8128 0.9941  -0.59
S: -1.2538 2.5815 0.5810  0.69
H: -2.1249 -2.0007 -0.3737  0.10
H: -1.9639 -1.7965 1.1835  0.06
H: -1.4673 0.2177 -1.0015  0.09
H: -2.8605 0.1311 0.1209  0.11
H: 0.0869 0.5776 0.8026  0.05
H: -1.2335 0.5354 2.0217  0.08
H: -0.1273 3.0371 1.2056  -0.13

---

(C)
Molecular formula: C4H11NO2S
Method: DFT, ωB97M-V/def2-TZVPD

Summary:
HOMO-LUMO gap (hartree): 0.3569
Spin multiplicity: 1

Last column: Löwdin charge in e.
Element x y z (Å)
N: -0.4243 -1.5622 -1.7564  0.16
C: 0.1284 -0.3241 -1.5390  -0.54
O: -0.3251 0.6475 -2.1117  0.05
C: 1.2344 -0.2931 -0.5068  -0.14
C: 0.7372 0.1466 0.8508  -0.26
C: 0.2999 1.6139 1.0007  -0.59
S: 1.5818 2.8326 0.7172  0.72
H: -1.2686 -1.5472 -2.3057  0.11
H: -0.0513 -2.4566 -1.4806  0.10
H: 1.6151 -1.2979 -0.4332  0.10
H: 2.0761 0.3078 -0.8536  0.11
H: -0.0745 -0.4062 1.3347  0.10
H: 1.5875 0.0151 1.5267  0.11
H: -0.5688 1.8405 0.3805  0.07
H: -0.0133 1.7350 2.0259  0.06
H: 1.6190 2.7633 -0.6209  -0.14
O: -2.8037 -1.7075 1.4209  -0.06
H: -3.3973 -0.9911 1.1624  0.04
H: -1.9525 -1.3164 1.1879  0.00

---

(D)
Molecular formula: C4H11NO2S
Method: DFT, ωB97M-V/def2-TZVPD

Summary:
HOMO-LUMO gap (alpha / beta) (hartree): 0.2935 / 0.2862
Spin multiplicity: 1

Last column: Löwdin charge in e.
Element x y z (Å)
C: -2.6695 -1.6511 -0.5058  -0.13
C: 1.0350 -0.3577 1.6543  -0.06
C: 1.9088 -0.3102 -0.6369  -0.07
C: 0.7074 -0.0775 0.2342  -0.53
N: -1.4419 2.1669 -0.7897  0.06
O: -2.2939 -0.0497 1.4321  -0.38
O: -0.3685 -0.8800 -0.2634  -0.32
S: -1.8853 -0.3060 0.1065  0.82
H: -3.6957 -1.4087 -0.4727  0.01
H: -2.3357 -1.9443 -1.4428  0.01
H: 1.7233 0.4222 1.9287  0.08
H: 0.1327 -0.1552 2.2115  0.06
H: 1.4649 -1.3425 1.9468  0.11
H: 2.4836 -1.1850 -0.4953  0.06
H: 2.6217 0.6229 -0.5896  0.13
H: 1.5875 -0.4790 -1.6589  0.07
H: 0.3882 1.0518 0.0223  0.14
H: -1.5879 2.9481 -0.1994  -0.03
H: -2.2661 2.1452 -1.3806  -0.02

---

Most stable pick: (C). Distance to second place: 0.094 eV.

---

(A)
Molecular formula: CH6N3
Method: DFT, ωB97M-V/def2-TZVPD

Summary:
HOMO-LUMO gap (hartree): 0.3675
Spin multiplicity: 1
Net charge: +1

Last column: Löwdin charge in e.
Element x y z (Å)
C: 0.6166 0.0730 0.0258  -0.24
N: -0.3333 -0.7707 -0.1179  -0.02
N: 1.9454 -0.1941 0.0637  0.16
N: -1.5717 -0.1630 0.0293  0.07
H: 0.1179 1.1011 0.2595  0.14
H: 2.4867 0.6515 -0.1889  0.14
H: 2.3283 -1.0718 -0.1812  0.11
H: -2.1614 -0.6760 -0.6466  0.17
H: -1.3734 1.2150 -0.1821  0.31
H: -2.0548 -0.1650 0.9383  0.16

---

(B)
Molecular formula: CH6N3
Method: DFT, ωB97M-V/def2-TZVPD

Summary:
HOMO-LUMO gap (hartree): 0.4577
Spin multiplicity: 1
Net charge: +1

Last column: Löwdin charge in e.
Element x y z (Å)
C: -2.7473 -0.1941 -0.2222  0.04
N: 1.1056 -0.7662 -0.2038  0.04
N: -1.6450 0.1579 -0.1670  0.07
N: 1.0805 0.6815 0.2046  0.12
H: -3.7271 -0.5300 -0.1565  0.06
H: 1.9523 -1.0152 -0.7518  0.11
H: 1.2225 -1.4805 0.5520  0.12
H: 0.0218 0.9523 0.3355  0.13
H: 1.5939 0.9511 1.0189  0.15
H: 1.1430 1.2432 -0.6097  0.15

---

(C)
Molecular formula: CH6N3
Method: DFT, ωB97M-V/def2-TZVPD

Summary:
HOMO-LUMO gap (alpha / beta) (hartree): 0.3116 / 0.3093
Spin multiplicity: 1
Net charge: +1

Last column: Löwdin charge in e.
Element x y z (Å)
C: 0.8236 0.5379 -0.5521  0.10
N: -0.8120 -0.3794 0.8096  0.10
N: 0.2438 1.6203 -0.8697  0.12
N: -0.8852 -1.6929 0.7241  0.08
H: 1.8007 0.2807 -0.7097  0.05
H: -0.3838 0.1155 1.5530  0.07
H: -0.7359 1.8036 -0.6304  0.14
H: 0.8113 2.2812 -1.3389  0.12
H: -1.3853 -2.2407 0.0691  0.13
H: -0.3243 -2.2204 1.2963  0.09

---

Most stable pick: (B). Distance to second place: 0.721 eV.